# 1
C38H28FIN3O2PTi | ωB97M-V/def2-TZVPD

The geometry in XYZ format:
```
75
Properties=species:S:1:pos:R:3:forces:R:3:lowdin_charge:R:1
Ti -0.681 -0.070 0.577 0.7416 0.1002 -0.7837 0.787
C 3.584 -1.351 0.165 -0.2113 0.1666 -0.1013 -0.017
C 3.545 -2.516 0.910 -0.1110 -0.0727 0.0457 -0.013
C 2.314 -3.049 1.270 0.1262 0.2177 -0.1297 0.017
C 1.161 -2.380 0.892 -0.4783 -0.4437 0.0740 -0.206
N 1.202 -1.213 0.223 -0.1552 -0.3235 0.1624 0.001
C 2.385 -0.729 -0.149 0.1907 0.0329 0.0170 -0.115
C -0.217 -2.957 1.112 0.8496 0.1458 -0.1781 -0.185
C -0.429 -4.208 1.667 -0.3045 0.0109 -0.1070 0.018
C -1.725 -4.705 1.676 0.0868 0.0973 -0.0198 -0.014
C -2.749 -3.947 1.128 0.0017 0.0284 -0.0174 -0.010
C -2.454 -2.691 0.629 -0.0479 0.0224 0.0278 -0.069
N -1.214 -2.208 0.632 0.0501 0.0535 0.2791 0.013
H 4.509 -0.900 -0.163 0.0833 -0.0457 0.0238 0.123
H 4.454 -3.023 1.199 0.0545 0.0107 -0.0130 0.123
H 2.263 -3.974 1.820 0.0001 -0.0409 0.0375 0.114
H 2.366 0.196 -0.712 0.0284 -0.0439 0.0335 0.091
H 0.383 -4.795 2.062 0.0420 -0.0281 0.0194 0.112
H -1.924 -5.681 2.097 -0.0374 -0.0284 0.0043 0.122
H -3.765 -4.310 1.098 -0.0303 -0.0254 0.0061 0.120
H -3.214 -2.038 0.214 0.0274 -0.0620 0.0402 0.129
I 1.041 0.690 3.108 -0.5020 0.0611 -0.0922 1.232
C 2.958 1.241 2.513 0.4833 0.0940 -0.1715 -0.589
C 3.893 0.715 3.370 0.1141 0.0941 -0.1409 -0.182
C 5.263 1.006 3.241 -0.1867 -0.0617 0.0382 -0.062
C 5.652 1.861 2.264 -0.0557 0.0657 -0.0877 -0.025
C 4.712 2.430 1.369 0.2845 0.0760 -0.0717 -0.155
C 5.221 3.354 0.418 -0.1462 -0.0636 0.0360 -0.014
C 4.391 3.961 -0.466 -0.0448 -0.0420 0.0396 -0.038
C 3.031 3.606 -0.463 0.0637 0.3027 -0.2087 -0.102
C 2.479 2.694 0.398 0.0418 -0.0656 0.3380 -0.279
P 0.686 2.384 0.069 -0.2571 -0.3902 0.1180 1.043
C -0.104 3.906 0.689 0.1319 0.1285 -0.0548 -0.347
C -0.735 3.933 1.928 -0.0322 -0.1084 0.0773 -0.111
C -1.257 5.116 2.428 0.0211 0.0261 -0.0727 -0.061
C -1.156 6.287 1.693 -0.0045 -0.0295 0.0164 -0.065
C -0.529 6.273 0.456 -0.0122 -0.0626 0.0401 -0.062
C -0.003 5.092 -0.039 0.0134 0.0281 -0.0889 -0.088
C 0.539 2.502 -1.747 0.1805 -0.0761 -0.0344 -0.385
C -0.704 2.816 -2.291 -0.1503 0.0539 -0.0052 -0.097
C -0.919 2.731 -3.657 0.0962 0.0223 0.0740 -0.062
C 0.101 2.321 -4.501 0.0504 -0.0084 -0.0068 -0.069
C 1.340 1.991 -3.972 -0.1067 0.0214 0.0214 -0.066
C 1.553 2.076 -2.604 0.0494 -0.0174 -0.0606 -0.113
C 3.324 2.111 1.423 -0.3135 -0.1583 0.0305 -0.177
H 3.578 0.073 4.179 -0.0516 -0.0405 0.0458 0.078
H 5.976 0.576 3.928 0.0190 -0.0351 0.0477 0.114
H 6.690 2.139 2.156 0.0698 0.0277 -0.0200 0.120
H 6.279 3.572 0.428 0.0703 -0.0036 0.0235 0.121
H 4.756 4.686 -1.179 0.0175 0.0298 -0.0226 0.117
H 2.403 4.076 -1.212 0.0697 -0.0823 0.1164 0.098
H -0.837 3.031 2.516 0.0448 0.0415 -0.0454 0.043
H -1.750 5.113 3.388 -0.0378 0.0283 0.0778 0.110
H -1.568 7.207 2.081 -0.0256 0.0474 0.0234 0.109
H -0.450 7.181 -0.125 0.0090 0.0486 -0.0322 0.110
H 0.480 5.099 -1.008 -0.0506 -0.0157 0.0013 0.102
H -1.526 3.118 -1.653 0.0551 0.0115 0.0635 0.120
H -1.891 2.980 -4.057 -0.0787 0.0209 -0.0446 0.116
H -0.070 2.256 -5.566 -0.0008 -0.0054 -0.0443 0.112
H 2.146 1.673 -4.618 0.0242 -0.0161 -0.0431 0.109
H 2.539 1.838 -2.222 -0.0285 -0.0257 0.0177 0.096
O -2.075 1.366 1.043 -0.8382 0.7597 -0.3228 -0.248
N -2.510 0.840 2.086 0.2014 -0.0729 0.2267 -0.100
O -1.845 -0.215 2.311 -0.3281 -0.3999 0.5170 -0.285
F -3.209 -0.479 -5.131 0.0432 0.0135 0.1064 0.062
C -2.681 -0.360 -3.895 -0.0112 -0.0380 -0.1574 -0.284
C -3.462 0.158 -2.883 0.1487 -0.0165 0.0386 -0.006
C -2.894 0.290 -1.620 -0.1285 0.0879 0.1606 -0.122
C -1.578 -0.094 -1.343 0.2340 -0.0094 -0.0174 -0.252
C -0.844 -0.619 -2.418 0.1569 -0.0601 0.1334 -0.121
C -1.372 -0.755 -3.693 -0.1303 0.0484 0.0571 -0.014
H -4.479 0.457 -3.089 -0.0696 0.0237 -0.0089 0.121
H -3.505 0.732 -0.838 0.0302 -0.0397 -0.0343 0.096
H 0.186 -0.939 -2.275 -0.0490 0.0213 0.0105 0.089
H -0.795 -1.152 -4.516 0.0095 -0.0115 -0.0291 0.123
```
Positions in Å, forces in eV/Å.

Expectation value of S² ... 0.756
Multiplicity ... 2
HOMO level (alpha / beta) ... -10.577 / -10.840 eV
Net charge ... +1
Relative energy (zero: lowest compared OMol25 entry of this formula, charge and spin) ... 4.0 kcal/mol
Gap between HOMO and LUMO (alpha / beta) ... 7.18 / 7.34 eV


# 2
C38H28IO12P | ωB97M-V/def2-TZVPD

The geometry in XYZ format:
```
80
Properties=species:S:1:pos:R:3:forces:R:3:lowdin_charge:R:1
C -1.379 3.052 -3.555 1.0652 0.1199 1.4939 -0.305
P -2.228 1.935 -2.241 -0.5053 -0.6361 -0.5558 0.871
C -3.347 3.136 -1.271 1.0531 0.5738 -0.1090 -0.343
C -0.753 1.405 -1.139 1.4575 1.9550 2.1552 -0.289
C -0.279 2.208 -0.062 0.2476 -2.7354 -2.1739 0.012
C 1.002 1.612 0.713 -0.1561 0.5691 1.3110 -0.290
O 1.145 1.704 1.951 -0.1287 -0.2955 -4.0032 0.039
C 2.084 0.909 -0.252 -1.3676 -1.3232 -2.3300 -0.042
C 1.614 0.114 -1.339 -0.5276 2.2323 2.8287 -0.560
I 2.887 -0.876 -2.785 -1.1058 0.6600 1.0869 0.911
C 0.007 0.017 -1.446 -0.8053 -1.4861 -0.8883 -0.361
O -0.596 -1.031 -1.757 2.1093 3.6705 0.9811 0.031
H -0.486 2.447 -3.940 -1.4399 0.8993 0.1556 0.027
H -0.940 3.935 -2.955 -0.6924 -1.0016 -1.2439 0.044
H -2.094 3.380 -4.372 0.9743 -0.5343 1.0960 0.046
H -3.770 2.686 -0.305 0.9761 0.7640 -1.7831 0.031
H -2.731 4.080 -1.092 -0.9990 -0.9962 0.1703 0.036
H -4.206 3.441 -1.970 1.2472 -0.6593 0.9798 0.053
H -0.761 3.202 0.188 0.7623 -1.4612 0.0057 0.112
H 3.197 1.065 -0.112 -1.7251 -0.2392 0.1945 0.106
O 4.250 -1.037 0.154 0.4015 -0.1787 0.4041 0.003
C 4.849 -1.366 1.161 -0.1515 0.0445 -0.2652 -0.364
C 6.034 -2.248 1.097 0.2016 -0.1383 0.1162 0.034
C 6.688 -2.609 2.202 0.0477 -0.0691 -0.2845 0.037
C 6.256 -2.141 3.537 0.1065 -0.0700 0.2242 -0.364
O 6.855 -2.470 4.544 -0.3466 0.1372 -0.1880 0.090
C 5.071 -1.259 3.601 -0.2092 0.1678 -0.0882 0.030
C 4.418 -0.898 2.497 -0.0305 0.0550 0.2877 0.036
H 6.337 -2.580 0.112 -0.0301 0.0171 0.0034 0.126
H 7.558 -3.255 2.173 0.0198 -0.0218 0.0200 0.107
H 4.769 -0.927 4.586 0.0273 -0.0208 -0.0031 0.125
H 3.548 -0.252 2.525 -0.0230 0.0020 -0.0213 0.119
O 4.177 -0.064 -9.412 -0.2247 0.1032 0.1538 0.105
C 3.254 0.321 -8.720 0.3677 -0.1710 -0.2333 -0.388
C 3.155 -0.055 -7.294 -0.1693 0.0267 0.2838 0.024
C 2.141 0.366 -6.536 0.2364 -0.1565 -0.0147 0.009
C 1.075 1.228 -7.089 -0.2906 0.1069 0.2279 -0.378
O 0.152 1.614 -6.397 0.2166 -0.0624 -0.1494 0.095
C 1.175 1.605 -8.515 0.1263 0.0068 -0.3008 0.022
C 2.188 1.184 -9.273 -0.2914 0.1845 0.0197 0.021
H 3.944 -0.687 -6.904 0.0105 0.0057 -0.0460 0.122
H 2.052 0.099 -5.490 -0.0436 0.0337 -0.0355 0.031
H 0.386 2.237 -8.905 -0.0074 -0.0096 0.0437 0.122
H 2.277 1.451 -10.319 0.0384 -0.0290 0.0086 0.122
O 12.299 -1.617 6.426 -0.0887 -0.1426 -0.2367 0.104
C 11.747 -2.219 5.525 0.1030 0.2405 0.3828 -0.388
C 10.331 -2.630 5.628 -0.1931 -0.1209 -0.1527 0.030
C 9.729 -3.293 4.639 0.0530 -0.0586 0.2869 0.015
C 10.451 -3.642 3.398 -0.1277 -0.1369 -0.1493 -0.379
O 9.899 -4.244 2.494 0.0756 0.1669 0.1270 0.090
C 11.868 -3.231 3.294 0.2812 0.1106 0.0531 0.019
C 12.470 -2.569 4.282 0.0396 -0.1372 -0.3160 0.021
H 9.817 -2.366 6.544 0.0306 0.0021 -0.0043 0.126
H 8.695 -3.601 4.699 0.0826 0.0283 -0.0160 0.095
H 12.382 -3.495 2.378 -0.0357 -0.0113 -0.0013 0.121
H 13.506 -2.260 4.223 -0.0134 0.0136 0.0399 0.122
O -10.365 1.241 -0.597 0.3219 0.0678 0.0868 0.092
C -9.250 1.662 -0.345 -0.3686 -0.0889 -0.1254 -0.392
C -9.042 2.745 0.640 0.1249 0.2138 0.1826 0.027
C -7.821 3.206 0.913 -0.2901 0.0414 0.0333 0.030
C -6.624 2.653 0.245 0.2725 0.1492 0.1265 -0.365
O -5.509 3.073 0.496 -0.8604 -0.0915 0.3939 0.064
C -6.831 1.571 -0.741 -0.1126 -0.2252 -0.1629 0.031
C -8.052 1.109 -1.014 0.2893 -0.0308 -0.0672 0.028
H -9.929 3.137 1.121 -0.0118 -0.0579 -0.0042 0.127
H -7.650 3.998 1.631 0.0345 -0.0152 -0.0113 0.125
H -5.944 1.177 -1.222 0.0144 0.0091 0.0127 0.122
H -8.223 0.317 -1.732 -0.0309 0.0131 0.0074 0.125
O -8.987 -3.916 3.153 -0.1006 0.2765 0.0436 0.107
C -9.410 -2.785 3.293 0.1593 -0.4365 -0.0750 -0.388
C -9.543 -2.174 4.633 -0.0820 0.2581 0.2139 0.022
C -10.009 -0.934 4.785 0.1084 -0.2624 0.1602 0.020
C -10.411 -0.116 3.620 -0.1491 0.3642 0.0455 -0.385
O -10.834 1.016 3.760 0.1328 -0.2311 -0.0431 0.100
C -10.278 -0.726 2.280 0.0739 -0.1941 -0.2206 0.024
C -9.812 -1.967 2.128 -0.0961 0.2742 -0.1308 0.028
H -9.244 -2.786 5.475 0.0062 -0.0257 -0.0438 0.123
H -10.113 -0.472 5.759 -0.0141 0.0306 -0.0281 0.122
H -10.578 -0.114 1.438 -0.0551 -0.0011 0.0329 0.101
H -9.708 -2.429 1.155 0.0043 -0.0317 0.0251 0.124
```
Positions in Å, forces in eV/Å.

Multiplicity ... 1
SMILES ... CP(C)C1=CC(=O)C=C(I)C1=O.O=C1C=CC(=O)C=C1.O=C1C=CC(=O)C=C1.O=C1C=CC(=O)C=C1.O=C1C=CC(=O)C=C1.O=C1C=CC(=O)C=C1
HOMO level ... -8.267 eV
Net charge ... 0
Gap between HOMO and LUMO ... 6.40 eV